ORCA calculation (ωB97M-V/def2-TZVPD) on 19 unconnected molecules or ions with the total composition C38H114O19 in a non-equilibrium geometry.

The geometry in XYZ format:
```
171
Properties=species:S:1:pos:R:3:forces:R:3:lowdin_charge:R:1
C -3.2653 -4.7312 3.3104 1.5 -0.2 1.9 -0.0577
C -1.8909 -4.1598 3.7430 -0.5 0.8 -0.8 -0.2832
O -0.8521 -4.9610 3.2200 0.6 -1.0 -0.1 -0.1182
H -4.0756 -4.1578 3.6702 -0.9 0.7 0.8 0.0572
H -3.3550 -5.7547 3.7143 0.0 0.3 -0.2 0.0886
H -3.3950 -4.7160 2.2789 0.1 -0.2 -2.0 0.0301
H -1.7962 -4.0656 4.8302 -0.2 -0.1 0.0 0.1133
H -1.6289 -3.1514 3.3031 -0.8 -0.9 0.5 0.1203
H -1.0107 -5.9117 3.3756 -0.1 0.7 0.0 0.1076
C 5.8865 -0.8238 2.3274 0.8 -1.3 -1.6 -0.0825
C 4.8086 0.1893 2.4015 -0.6 0.5 0.6 -0.3484
O 5.2992 1.5037 2.1494 -0.7 0.4 0.9 -0.0760
H 6.6040 -0.7085 3.1194 0.5 0.2 0.3 0.0688
H 6.4027 -0.7034 1.3189 -0.4 -0.2 1.2 0.1020
H 5.5292 -1.8813 2.3509 0.0 0.8 0.0 0.0752
H 4.3462 0.2488 3.4044 0.4 0.0 -0.3 0.1128
H 3.9777 -0.0975 1.7591 -0.1 0.1 -0.5 0.0864
H 5.8777 1.6115 1.4009 0.2 -0.6 -0.5 0.0761
C -5.6719 3.0570 -2.0126 0.0 -0.6 -1.1 -0.0785
C -4.3742 3.3892 -1.3527 -0.2 0.6 1.9 -0.3502
O -3.2618 2.8668 -1.9929 1.3 -0.7 -1.1 -0.0787
H -5.9452 1.9863 -2.0196 0.3 0.4 0.2 0.0827
H -5.6970 3.3914 -3.0615 0.1 0.0 0.3 0.0798
H -6.4113 3.6204 -1.4829 -0.7 0.2 0.3 0.0693
H -4.3814 2.9984 -0.3273 -0.2 0.0 0.1 0.1051
H -4.3112 4.4877 -1.2331 0.2 -0.2 -0.3 0.1192
H -2.5284 2.6576 -1.3917 -0.6 0.3 -0.2 0.0908
C -1.5161 5.8096 1.2134 -0.2 0.0 0.3 -0.0975
C -1.6577 6.9570 0.2513 0.9 0.0 -1.1 -0.2895
O -1.6639 6.6228 -1.1653 -0.6 -0.3 0.4 -0.1090
H -2.4711 5.3391 1.3977 -0.2 -0.4 0.0 0.0600
H -1.1853 6.2563 2.1496 0.0 -0.1 0.3 0.0679
H -0.7789 5.0504 0.9432 0.0 0.1 -0.2 0.0587
H -0.8029 7.6112 0.4126 0.1 0.3 0.0 0.0997
H -2.5663 7.5401 0.5012 0.4 -0.4 -0.6 0.1205
H -0.9958 5.9590 -1.4401 -0.2 0.8 0.9 0.0431
C -2.0924 -2.5638 -3.9723 0.5 0.7 0.7 -0.0767
C -2.8259 -3.5906 -4.8362 -0.5 0.2 0.8 -0.3314
O -2.2819 -4.8617 -4.6053 -0.6 -0.7 1.4 -0.1217
H -2.3777 -2.5709 -2.8974 -0.3 -0.1 -0.6 0.0606
H -2.1711 -1.5254 -4.3288 -0.2 -0.3 0.0 0.0616
H -1.0059 -2.7712 -3.9141 -0.5 -0.1 -0.5 0.0584
H -2.7359 -3.3820 -5.8814 0.4 0.3 -0.7 0.0961
H -3.9330 -3.5883 -4.6704 0.6 0.1 0.2 0.1184
H -2.5270 -5.1065 -3.6482 0.6 0.2 -1.7 0.0526
C 2.5571 3.8958 1.5775 -0.1 -0.5 0.9 -0.0443
C 2.2254 2.4245 1.1815 -0.4 -0.5 1.2 -0.2272
O 0.9120 2.0148 1.7112 0.6 1.5 0.2 -0.1261
H 1.6419 4.4798 1.4419 0.1 0.1 0.0 0.0620
H 3.3485 4.3831 0.9898 -0.2 -0.5 -0.1 0.0748
H 2.8931 4.0211 2.6616 -0.5 -0.5 -1.5 0.0765
H 2.9267 1.6840 1.6011 0.1 0.8 -0.3 0.0851
H 2.1123 2.2194 0.1283 0.5 0.5 -0.5 0.0610
H 0.9538 1.0610 1.7357 -0.2 -0.8 -0.2 0.0295
C -0.0721 -0.0369 -1.1038 -0.1 0.0 -0.6 -0.0734
C -0.0521 -1.1549 -0.1070 -0.7 0.0 0.6 -0.3086
O 0.9642 -0.8731 0.7987 1.1 0.6 1.1 -0.0902
H -0.0585 0.9552 -0.6376 -0.1 -0.3 0.1 0.0689
H -0.9424 -0.1492 -1.7279 -0.5 0.2 -0.4 0.0711
H 0.7893 -0.1037 -1.7631 0.1 0.1 0.0 0.0409
H 0.0328 -2.1530 -0.5633 0.1 0.3 0.0 0.1096
H -0.9850 -1.1468 0.4854 0.0 -0.1 -0.4 0.1013
H 1.6457 -1.5499 0.9090 0.0 -0.6 -0.1 0.0432
C -2.6071 5.7999 -5.8804 0.6 -0.5 0.5 -0.0747
C -2.9290 5.0108 -4.5999 0.0 -0.4 -0.5 -0.3026
O -2.7930 3.6042 -4.8033 0.2 0.6 -1.0 -0.0952
H -2.7429 6.8391 -5.6059 -0.2 0.4 -0.3 0.0643
H -3.1795 5.5347 -6.7862 0.0 0.0 0.7 0.0783
H -1.5315 5.6961 -6.1297 -0.5 -0.1 0.1 0.0765
H -3.9299 5.2116 -4.2158 -0.3 0.2 -0.3 0.1051
H -2.2601 5.3005 -3.7943 0.3 0.4 0.1 0.0893
H -3.0533 3.2093 -3.9816 -0.1 -0.6 0.9 0.0255
C 3.0764 -4.9216 -0.2503 0.8 -1.2 0.5 -0.0779
C 3.6201 -3.6565 0.3996 -0.5 0.2 0.0 -0.2736
O 2.6865 -2.9810 1.2483 -0.1 0.6 -0.6 -0.1052
H 2.9713 -5.7482 0.4852 0.2 0.5 -0.2 0.0749
H 3.8011 -5.2677 -1.0279 -0.7 0.3 0.5 0.0883
H 2.0875 -4.8305 -0.6838 -0.1 0.5 -0.3 0.0525
H 3.8042 -2.9228 -0.3870 0.3 -0.1 0.0 0.0915
H 4.5429 -3.8512 0.9680 -0.1 0.0 -0.3 0.1137
H 2.5775 -3.3657 2.1149 0.0 -0.8 0.5 0.0454
C 1.6866 -1.6650 -3.9695 0.2 -1.3 -0.4 -0.0856
C 1.9232 -2.6424 -2.8273 0.2 0.5 -0.7 -0.3116
O 3.2033 -3.2443 -2.9284 0.2 -0.4 -0.5 -0.0842
H 2.5782 -1.0492 -4.0928 -0.4 0.3 0.0 0.0581
H 0.7679 -1.1504 -3.8013 -0.4 0.9 0.1 0.0391
H 1.4893 -2.2057 -4.9136 0.3 0.1 0.3 0.0943
H 1.1006 -3.3614 -2.8038 0.1 -0.3 0.2 0.1063
H 1.9524 -2.0921 -1.9020 -0.1 0.1 0.6 0.0813
H 3.3784 -3.4113 -3.8682 -0.1 0.0 0.4 0.0955
C -1.2046 -5.4185 -0.2966 -0.7 0.6 0.2 -0.0572
C -2.5765 -5.5320 -0.8892 -1.4 0.0 -0.5 -0.3054
O -2.6713 -5.9609 -2.2310 1.2 -1.2 -1.7 -0.1140
H -1.3334 -5.0425 0.7288 0.3 -0.4 -0.1 0.0653
H -0.5831 -4.6913 -0.8175 0.0 -0.1 -0.2 0.0627
H -0.7634 -6.3966 -0.3293 0.6 -0.4 0.3 0.0761
H -3.1065 -4.5729 -0.9762 0.2 -0.1 0.7 0.1185
H -3.2413 -6.2629 -0.4138 0.3 0.5 1.0 0.1192
H -2.1267 -6.7551 -2.4564 -0.6 0.9 0.6 0.1315
C -1.5303 1.5812 -7.0857 1.4 -0.8 -0.8 -0.0853
C -0.9408 1.1220 -5.7714 -1.6 0.1 0.3 -0.3411
O -0.1651 -0.0404 -5.8949 -0.1 -0.6 0.4 -0.0796
H -0.7709 2.2245 -7.4894 0.0 0.6 -0.9 0.0629
H -2.3947 2.1190 -6.8413 -1.3 1.1 0.0 0.0340
H -1.7621 0.7895 -7.8437 0.3 0.4 1.0 0.0967
H -1.8432 0.9220 -5.1681 0.7 -0.5 0.4 0.1008
H -0.4130 1.9531 -5.2630 -0.1 -0.4 -0.3 0.1145
H 0.7319 0.2127 -6.0770 0.6 0.1 -0.2 0.0735
C 3.6725 0.9144 -1.5165 -1.1 0.3 1.1 -0.0816
C 4.5594 0.0676 -2.3351 0.4 0.4 0.0 -0.2979
O 5.7550 0.8536 -2.4996 -0.5 -0.5 -0.2 -0.0617
H 4.0642 1.0161 -0.5071 0.4 0.2 0.1 0.0658
H 2.7148 0.4368 -1.3402 -0.3 -0.2 -0.2 0.0562
H 3.4864 1.9172 -1.8964 0.1 0.0 -0.3 0.0753
H 4.0661 -0.2609 -3.2639 0.6 0.4 0.0 0.0930
H 4.7536 -0.8222 -1.7501 0.3 -0.5 0.0 0.1034
H 6.2738 0.4428 -3.1832 0.5 -0.2 -0.3 0.0707
C -4.2202 -0.7748 0.0252 1.6 -0.7 0.7 -0.0588
C -3.9990 -1.6151 1.3336 1.2 0.1 -1.3 -0.3222
O -4.9924 -2.5793 1.5504 -0.7 0.1 0.4 -0.0760
H -3.9040 -1.3519 -0.8653 -0.8 0.1 0.3 0.0676
H -3.4739 0.0365 0.0672 -0.5 0.1 0.0 0.0541
H -5.2284 -0.3740 -0.0257 0.0 0.0 -0.2 0.0681
H -3.7993 -0.9086 2.1632 -0.5 -0.6 0.0 0.0920
H -3.1040 -2.2669 1.2137 -0.2 0.8 0.0 0.1016
H -5.8153 -2.1117 1.7090 -0.3 -0.1 0.0 0.0865
C -2.7100 2.4791 2.6438 0.6 0.3 0.6 -0.0741
C -2.1245 1.1502 3.1319 -0.3 -0.4 -0.1 -0.3158
O -2.6612 0.7506 4.3911 -0.7 -0.3 0.0 -0.0853
H -3.7609 2.3418 2.3567 0.2 0.1 0.1 0.0655
H -2.1188 2.8537 1.7653 -0.5 -0.2 0.9 0.0680
H -2.6578 3.1873 3.5256 0.0 -0.4 -1.2 0.0907
H -1.0512 1.1901 3.2501 0.4 0.2 -0.4 0.0799
H -2.3843 0.3431 2.4032 0.4 0.6 0.6 0.0837
H -2.1193 1.0160 5.1407 0.2 0.2 -0.4 0.0804
C 0.3810 3.7206 -2.1499 0.6 0.5 0.1 -0.0735
C 1.7701 4.3060 -1.9107 -0.4 0.9 1.1 -0.2328
O 1.4436 5.6405 -1.2729 0.7 -1.6 -1.3 -0.1068
H -0.1098 4.2534 -2.9593 -0.1 0.0 -0.2 0.0716
H -0.1944 3.8886 -1.2286 0.1 -0.3 -0.2 0.0682
H 0.4258 2.6686 -2.3970 -0.1 -0.3 0.0 0.0628
H 2.4443 4.3300 -2.8112 -0.9 0.5 0.7 0.1267
H 2.3008 3.7196 -1.1461 -0.1 0.2 -0.3 0.0573
H 2.2764 6.0729 -1.0719 0.1 0.1 0.0 0.0705
C 3.5929 -6.0137 4.5035 -0.6 0.0 3.3 -0.0830
C 2.1473 -5.5671 4.6513 -1.7 -1.4 -0.7 -0.3033
O 1.8612 -4.5768 3.6193 1.4 -0.6 1.0 -0.1215
H 3.8058 -6.5454 3.6120 0.2 -0.5 -0.7 0.0534
H 3.8215 -6.6258 5.4716 -0.1 0.8 -1.9 0.1150
H 4.1792 -5.1042 4.5849 0.5 0.0 -0.2 0.0665
H 1.9136 -5.2302 5.6933 0.4 0.2 -0.9 0.1107
H 1.4089 -6.4558 4.5027 1.2 1.2 0.1 0.1305
H 0.9480 -4.3243 3.7143 -0.9 -0.1 -0.1 0.0318
C 0.1758 4.8767 4.9078 -0.7 -0.6 -0.4 -0.0772
C 1.2909 3.8613 5.0209 0.9 -0.7 0.4 -0.2956
O 0.8941 2.5527 4.5453 0.0 1.0 0.6 -0.1007
H 0.3255 5.8551 5.3578 0.3 0.0 0.0 0.0764
H -0.7073 4.4347 5.3388 -0.3 -0.2 0.8 0.0629
H -0.1903 4.9677 3.8848 0.6 0.3 -0.4 0.0497
H 1.6470 3.7232 6.0688 -0.4 0.2 -0.6 0.1197
H 2.1829 4.1317 4.4326 -0.3 0.3 0.4 0.0812
H 0.9963 2.6244 3.5912 -0.3 -0.5 -0.6 0.0199
C 1.9470 -0.9504 4.3135 -1.4 -0.7 -0.1 -0.0644
C 0.9768 -1.7872 5.1203 1.7 -1.1 1.1 -0.2422
O 1.6512 -2.8371 5.9213 -1.2 1.3 0.3 -0.1049
H 2.4662 -0.2570 4.9230 0.4 0.8 0.5 0.0655
H 1.2762 -0.4540 3.6018 0.7 0.3 -0.3 0.0746
H 2.6725 -1.5973 3.8425 0.1 -0.1 -0.6 0.0623
H 0.2557 -2.2476 4.4881 -0.5 -0.6 -0.8 0.0695
H 0.3977 -1.1857 5.8062 0.1 0.1 0.4 0.1122
H 2.3942 -3.2306 5.4636 0.0 0.3 -0.6 0.0374
```
Positions in Å, forces in eV/Å.

The calculation puts the energy relative to the best compared isomer or geometry (same formula, charge and spin) at 44.3 kcal/mol. The max |F| is 0.0648 hartree/bohr. The calculation puts the electronic energy at -2945.5000 Eh. The LUMO energy comes out at 0.422 eV. Its gap between HOMO and LUMO is 9.84 eV.